No. 1
# C41H67BO29S2Si

8 unconnected molecules or ions with the total composition C41H67BO29S2Si in a non-equilibrium geometry (ωB97M-V with the def2-TZVPD basis set, the OMol25 dataset).

## Properties
total energy	-133204.344	eV
structure (SMILES)	C#C[C@@](COC)(CSCC)OC[C@H](S)O[C@](CCO[Si](C)(C)C)(CCC(=O)O)CB(O)O.O=C1OCCO1.O=C1OCCO1.O=C1OCCO1.O=C1OCCO1.O=C1OCCO1.O=C1OCCO1.O=C1OCCO1
frontier orbital gap	8.38	eV
net charge	0
LUMO energy	-0.20	eV
HOMO	-8.5824	eV

Geometry (Å):
C1 5.68 -3.68 -0.72
C2 5.32 -2.56 -0.44
C3 4.93 -1.09 0.03
C4 5.78 -0.86 1.39
O1 4.92 -1.21 2.49
C5 4.62 -0.09 3.33
C6 5.44 0.03 -0.99
S1 6.14 -0.87 -2.48
C7 7.10 0.35 -3.49
C8 6.06 1.23 -4.32
O2 3.57 -0.97 0.40
C9 2.68 -1.06 -0.74
C10 1.85 0.33 -0.78
S2 1.54 0.80 0.98
O3 0.71 0.05 -1.56
C11 -0.21 1.12 -1.79
C12 -1.40 1.01 -0.72
C13 -1.81 -0.48 -0.39
O4 -0.93 -1.13 0.54
Si1 -1.19 -2.82 0.66
C14 -2.80 -3.08 1.65
C15 0.21 -3.65 1.68
C16 -1.26 -3.75 -1.00
C17 -0.90 0.78 -3.20
C18 -1.96 1.87 -3.68
C19 -3.32 1.15 -4.08
O5 -3.43 0.37 -4.99
O6 -4.47 1.47 -3.30
C20 0.37 2.59 -1.78
B1 1.29 2.97 -3.05
O7 2.72 2.94 -2.99
O8 0.75 3.33 -4.34
H1 6.22 -4.65 -0.62
H2 6.03 0.24 1.48
H3 6.76 -1.41 1.38
H4 4.37 0.86 2.77
H5 3.69 -0.37 3.91
H6 5.46 0.09 4.08
H7 4.62 0.68 -1.41
H8 6.24 0.70 -0.57
H9 7.81 0.96 -2.86
H10 7.72 -0.23 -4.23
H11 5.05 1.12 -3.81
H12 6.02 0.85 -5.38
H13 6.35 2.33 -4.30
H14 3.20 -1.28 -1.72
H15 1.94 -1.89 -0.50
H16 2.58 1.07 -1.20
H17 2.56 1.65 1.39
H18 -1.12 1.48 0.28
H19 -2.34 1.55 -1.04
H20 -2.83 -0.42 0.13
H21 -1.99 -1.09 -1.32
H22 -3.66 -2.96 0.92
H23 -2.77 -4.11 2.11
H24 -2.85 -2.33 2.50
H25 0.54 -3.02 2.56
H26 1.08 -3.91 0.99
H27 -0.21 -4.65 2.01
H28 -0.52 -4.60 -1.09
H29 -1.12 -3.05 -1.89
H30 -2.32 -4.15 -1.11
H31 -1.45 -0.21 -3.15
H32 -0.13 0.64 -4.02
H33 -2.24 2.64 -2.91
H34 -1.61 2.38 -4.62
H35 -4.65 2.43 -3.42
H36 -0.52 3.29 -1.84
H37 0.92 2.89 -0.85
H38 3.06 3.25 -3.86
H39 0.89 2.58 -4.95
O9 2.04 -0.28 7.97
C21 2.91 -1.01 7.61
O10 4.20 -0.63 7.41
C22 4.96 -1.81 7.21
C23 3.94 -2.80 6.74
O11 2.74 -2.34 7.35
H40 5.76 -1.64 6.48
H41 5.41 -2.10 8.17
H42 3.81 -2.78 5.65
H43 4.17 -3.82 7.05
O12 -9.64 2.79 -0.25
C24 -8.98 2.69 -1.25
O13 -8.59 1.51 -1.79
C25 -8.03 1.80 -3.07
C26 -7.62 3.23 -2.94
O14 -8.53 3.75 -1.98
H44 -7.19 1.14 -3.29
H45 -8.80 1.66 -3.83
H46 -6.60 3.34 -2.55
H47 -7.69 3.77 -3.88
O15 -5.90 5.03 -4.94
C27 -6.43 6.10 -5.00
O16 -7.69 6.37 -4.58
C28 -7.86 7.78 -4.61
C29 -6.84 8.22 -5.62
O17 -5.83 7.21 -5.51
H48 -8.88 8.04 -4.90
H49 -7.66 8.18 -3.62
H50 -7.23 8.21 -6.64
H51 -6.43 9.20 -5.41
O18 5.06 2.80 1.03
C30 5.02 3.77 0.33
O19 4.30 4.89 0.61
C31 4.69 5.88 -0.33
C32 5.21 5.07 -1.48
O20 5.69 3.89 -0.85
H52 3.84 6.50 -0.61
H53 5.46 6.51 0.12
H54 4.42 4.79 -2.19
H55 6.01 5.57 -2.02
O21 0.87 -6.98 1.86
C33 1.84 -6.83 1.18
O22 1.84 -6.84 -0.18
C34 3.13 -6.40 -0.60
C35 4.00 -6.73 0.58
O23 3.09 -6.63 1.67
H56 3.44 -6.93 -1.51
H57 3.09 -5.33 -0.81
H58 4.40 -7.74 0.54
H59 4.82 -6.02 0.70
O24 -8.73 4.95 5.89
C36 -9.11 4.89 4.76
O25 -9.13 5.94 3.89
C37 -9.41 5.42 2.60
C38 -10.12 4.14 2.91
O26 -9.57 3.76 4.16
H60 -10.03 6.12 2.03
H61 -8.47 5.27 2.06
H62 -11.20 4.27 3.02
H63 -9.94 3.37 2.15
O27 3.19 -12.01 4.82
C39 2.62 -10.97 4.74
O28 1.35 -10.75 5.17
C40 1.12 -9.34 5.11
C41 2.12 -8.88 4.08
O29 3.17 -9.84 4.21
H64 0.09 -9.13 4.81
H65 1.31 -8.91 6.09
H66 1.72 -8.93 3.06
H67 2.48 -7.88 4.28

Atom charges from the Mulliken analysis, given in e for atoms 1 to 99: -0.013, -1.549, 1.833, -1.070, -0.260, -0.218, 0.077, -0.155, -0.505, -0.445, -0.233, -0.504, 1.544, -0.155, -0.343, 1.020, -0.685, -0.856, -0.104, 0.961, -1.175, -0.598, -1.082, -1.051, -0.219, 0.177, -0.534, -0.413, -1.525, 0.619, -0.398, -0.592, 0.442, 0.347, 0.355, -0.009, 0.119, 0.248, -0.694, 0.607, 0.293, 0.337, -0.081, 0.332, 0.199, 0.249, -0.092, -0.799, -0.007, 0.528, 0.420, 0.271, 0.287, 0.285, 0.299, 0.260, 0.318, -0.167, 0.229, 0.277, 0.297, 0.361, 0.346, 0.502, 0.329, 0.251, 0.264, 0.353, 0.343, 0.237, 0.335, -0.526, 0.652, -0.325, -0.292, -0.154, -0.334, 0.272, 0.288, 0.144, 0.297, -0.556, 0.559, -0.322, -0.249, 0.137, -0.317, 0.236, 0.283, 0.088, 0.112, -0.491, 0.647, -0.272, -0.302, -0.365, -0.331, 0.280, 0.274

---

No. 2
# C4H10N2

A single C4H10N2 molecule in a non-equilibrium geometry (ωB97M-V with the def2-TZVPD basis set, the OMol25 dataset).

## Properties
energy relative to the best compared isomer or geometry (same formula, charge and spin)	2.223	eV
total energy	-7288.397	eV
structure (SMILES)	N/C=C/CCN
frontier orbital gap	9.17	eV
net charge	0
LUMO energy	1.12	eV
HOMO	-8.0518	eV

Geometry (Å):
N1 -0.54 2.78 -1.17
C1 -0.52 1.39 -1.26
C2 0.19 0.58 -0.44
C3 -0.13 -0.92 -0.37
C4 0.02 -1.41 1.06
N2 1.38 -1.71 1.56
H1 0.13 3.29 -0.50
H2 -1.45 3.24 -1.12
H3 -1.41 1.08 -1.79
H4 0.95 0.86 0.34
H5 -1.28 -0.90 -0.43
H6 0.34 -1.71 -1.07
H7 -0.66 -0.75 1.69
H8 -0.51 -2.27 1.24
H9 1.97 -0.95 1.14
H10 1.53 -2.60 1.12

Charges computed using natural (NBO), reported in e: -0.830, 0.008, -0.298, -0.446, -0.230, -0.818, 0.376, 0.378, 0.192, 0.195, 0.205, 0.205, 0.175, 0.189, 0.346, 0.353

---

No. 3
# C3H3IO

2 unconnected molecules or ions with the total composition C3H3IO in a non-equilibrium geometry (ωB97M-V with the def2-TZVPD basis set, the OMol25 dataset).

## Properties
energy relative to the best compared isomer or geometry (same formula, charge and spin)	7.738	eV
total energy	-13298.413	eV
frontier orbital gap (spin up / spin down)	5.85 / 5.66	eV
net charge	0
LUMO energy (spin up / spin down)	-3.64 / -3.73	eV
HOMO (spin up / spin down)	-9.4861 / -9.3855	eV

Geometry (Å):
C1 0.31 0.62 -0.26
C2 -0.66 1.32 -0.36
C3 1.41 -0.30 0.04
O1 -3.08 0.99 0.04
I1 -3.37 -0.83 0.08
H1 1.30 -1.37 -0.24
H2 2.47 0.07 -0.35
H3 1.62 -0.50 1.05

Charges computed using natural (NBO), reported in e: -0.199, 0.092, -0.701, -0.613, 0.701, 0.240, 0.240, 0.239

---

No. 4
# C5H8OS2

A single C5H8OS2 molecule in a non-equilibrium geometry (ωB97M-V with the def2-TZVPD basis set, the OMol25 dataset).

## Properties
energy relative to the best compared isomer or geometry (same formula, charge and spin)	1.207	eV
total energy	-29031.474	eV
structure (SMILES)	C[C@@H]1OC[C@@H](S)C1=S
frontier orbital gap	8.33	eV
net charge	0
LUMO energy	-0.64	eV
HOMO	-8.9676	eV

Geometry (Å):
C1 -2.71 -0.29 -0.06
C2 -1.28 -0.42 -0.61
O1 -0.80 -1.69 -0.35
C3 0.16 -1.66 0.70
C4 0.79 -0.31 0.63
S1 2.34 -0.25 -0.33
C5 -0.23 0.54 -0.02
S2 -0.29 2.16 0.15
H1 -3.05 0.73 -0.06
H2 -3.45 -0.96 -0.49
H3 -2.69 -0.60 0.97
H4 -1.25 -0.25 -1.72
H5 0.69 -2.59 0.67
H6 -0.43 -1.63 1.64
H7 0.97 0.05 1.60
H8 2.33 1.08 -0.56

Charges computed using natural (NBO), reported in e: -0.620, 0.006, -0.516, -0.072, -0.461, -0.009, -0.037, 0.067, 0.224, 0.228, 0.205, 0.214, 0.220, 0.168, 0.242, 0.141

---

No. 5
# C36H46F2O18

8 unconnected molecules or ions with the total composition C36H46F2O18 in a non-equilibrium geometry (ωB97M-V with the def2-TZVPD basis set, the OMol25 dataset).

## Properties
total energy	-80369.144	eV
structure (SMILES)	C[C@H]1COC(=O)O1.C[C@H]1COC(=O)O1.C[C@H]1COC(=O)O1.C[C@H]1COC(=O)O1.C[C@H]1COC(=O)O1.C[C@H]1COC(=O)O1.Fc1ccccc1.Fc1ccccc1
frontier orbital gap	8.27	eV
net charge	0
LUMO energy	-0.06	eV
HOMO	-8.3320	eV

Geometry (Å):
C1 -1.45 0.14 1.72
C2 -0.94 -0.46 0.44
C3 -1.70 0.01 -0.80
O1 -0.66 0.05 -1.79
C4 0.51 0.26 -1.16
O2 1.54 0.59 -1.68
O3 0.38 0.04 0.16
H1 -1.66 1.19 1.53
H2 -0.73 0.12 2.54
H3 -2.37 -0.34 2.05
H4 -0.90 -1.55 0.43
H5 -2.17 0.99 -0.67
H6 -2.42 -0.73 -1.13
C5 3.77 1.34 1.93
C6 4.90 0.49 2.45
C7 4.41 -0.67 3.34
O4 5.04 -1.84 2.78
C8 5.79 -1.48 1.71
O5 6.45 -2.25 1.08
O6 5.58 -0.19 1.39
H7 3.17 1.68 2.77
H8 3.05 0.77 1.32
H9 4.17 2.10 1.27
H10 5.63 1.12 2.95
H11 3.33 -0.81 3.30
H12 4.73 -0.60 4.38
C9 -1.66 1.04 7.88
C10 -1.05 -0.23 7.34
C11 -1.96 -1.01 6.37
O7 -1.09 -1.32 5.29
C12 0.08 -0.66 5.40
O8 0.98 -0.72 4.63
O9 0.09 0.08 6.53
H13 -2.25 0.86 8.78
H14 -2.31 1.49 7.14
H15 -0.88 1.72 8.24
H16 -0.74 -0.87 8.18
H17 -2.82 -0.40 6.11
H18 -2.28 -1.97 6.77
C13 -3.30 -7.63 -0.77
C14 -4.03 -6.49 -1.44
C15 -5.13 -5.81 -0.65
O10 -4.51 -4.60 -0.19
C16 -3.45 -4.32 -0.97
O11 -2.89 -3.27 -0.99
O12 -3.10 -5.40 -1.69
H19 -3.41 -7.56 0.32
H20 -2.24 -7.65 -0.99
H21 -3.74 -8.59 -1.06
H22 -4.38 -6.79 -2.43
H23 -5.52 -6.38 0.19
H24 -5.99 -5.54 -1.26
C17 -6.66 1.45 -3.61
C18 -5.42 1.52 -2.75
C19 -4.23 0.65 -3.23
O13 -3.20 1.57 -3.50
C20 -3.60 2.84 -3.20
O14 -2.90 3.79 -3.34
O15 -4.85 2.85 -2.72
H25 -6.58 2.21 -4.40
H26 -7.55 1.82 -3.09
H27 -6.79 0.49 -4.10
H28 -5.65 1.34 -1.70
H29 -4.56 0.06 -4.08
H30 -3.97 0.00 -2.40
C21 0.24 1.09 -4.93
C22 -0.09 -0.33 -5.29
C23 -1.34 -0.54 -6.13
O16 -0.97 -1.69 -6.92
C24 0.38 -1.75 -7.00
O17 0.97 -2.49 -7.71
O18 0.94 -0.84 -6.17
H31 -0.40 1.51 -4.15
H32 0.10 1.81 -5.74
H33 1.28 1.14 -4.60
H34 -0.11 -0.99 -4.42
H35 -1.67 0.22 -6.84
H36 -2.16 -0.84 -5.47
F1 8.19 -0.44 -2.43
C25 6.99 0.17 -2.54
C26 6.87 1.29 -3.34
C27 5.63 1.90 -3.47
C28 4.52 1.41 -2.79
C29 4.68 0.32 -1.93
C30 5.89 -0.35 -1.89
H37 7.73 1.58 -3.92
H38 5.56 2.75 -4.14
H39 3.54 1.80 -3.00
H40 3.76 -0.03 -1.50
H41 5.98 -1.23 -1.26
F2 1.07 5.52 5.86
C31 1.35 5.10 4.61
C32 2.53 5.53 4.02
C33 2.77 5.14 2.71
C34 1.95 4.22 2.08
C35 0.78 3.80 2.72
C36 0.50 4.19 4.02
H42 3.13 6.25 4.56
H43 3.64 5.52 2.19
H44 2.04 3.86 1.07
H45 0.14 3.08 2.23
H46 -0.33 3.78 4.59

Atom charges from the Mulliken analysis, given in e for atoms 1 to 99: -1.370, 0.635, -0.316, -0.079, 0.320, -0.405, -0.334, 0.363, 0.172, 0.396, 0.282, 0.211, 0.067, -1.181, 0.468, -0.339, -0.381, 0.678, -0.533, -0.271, 0.369, 0.167, 0.394, 0.180, 0.247, 0.246, -1.417, 0.575, -0.478, -0.337, 0.685, -0.526, -0.363, 0.378, 0.354, 0.325, 0.245, 0.277, 0.276, -1.352, 0.499, -0.491, -0.325, 0.596, -0.564, -0.344, 0.347, 0.332, 0.361, 0.337, 0.316, 0.252, -1.394, 0.250, -0.107, -0.072, 0.535, -0.535, -0.393, 0.359, 0.349, 0.366, 0.342, 0.359, 0.034, -1.202, 0.938, -0.241, -0.392, 0.526, -0.533, -0.423, 0.219, 0.480, 0.151, 0.056, 0.348, 0.067, -0.318, 0.312, -0.395, -0.465, -0.688, 0.113, -0.474, 0.402, 0.358, 0.417, 0.329, 0.390, -0.322, 0.446, -0.531, -0.446, -0.656, -0.147, -0.503, 0.431, 0.368